DFT (ωB97M-V with the def2-TZVPD basis set) results for C34H37BIrN3O6 as an isolated structure at a distorted geometry.

Calculated values
HOMO-LUMO gap (spin up / spin down)	6.74 / 5.17	eV
relative energy (zero: lowest compared OMol25 entry of this formula, charge and spin)	212.5	kJ/mol
multiplicity	2
F_max	0.0450	hartree/bohr
total charge	+1

Element x y z (Å)
Ir (0.267, 0.377, 0.069)
C (-2.576, -0.546, -2.699)
C (-3.086, 0.352, -1.566)
C (-4.254, 1.215, -2.053)
C (-3.442, -0.481, -0.375)
C (-4.632, -1.191, -0.407)
C (-5.069, -1.942, 0.667)
C (-4.275, -2.066, 1.798)
C (-3.071, -1.402, 1.898)
C (-2.180, -1.750, 3.092)
C (-1.846, -3.246, 3.070)
C (-2.826, -1.368, 4.425)
C (-2.680, -0.533, 0.821)
N (-1.540, 0.262, 1.053)
C (-1.498, 0.895, 2.226)
C (-0.350, 1.555, 2.561)
C (-0.032, 2.334, 3.714)
C (1.253, 2.685, 3.553)
C (1.740, 2.127, 2.284)
N (0.748, 1.433, 1.704)
C (3.168, 2.323, 1.835)
C (3.781, 0.986, 1.397)
C (3.999, 2.907, 2.982)
C (3.198, 3.310, 0.669)
H (-2.384, 0.056, -3.589)
H (-3.322, -1.304, -2.950)
H (-1.652, -1.055, -2.433)
H (-2.299, 1.019, -1.275)
H (-4.971, 0.635, -2.636)
H (-3.869, 2.006, -2.698)
H (-4.789, 1.685, -1.226)
H (-5.246, -1.132, -1.296)
H (-6.026, -2.447, 0.622)
H (-4.595, -2.714, 2.604)
H (-1.231, -1.224, 3.005)
H (-2.742, -3.854, 3.206)
H (-1.152, -3.485, 3.877)
H (-1.382, -3.536, 2.126)
H (-3.748, -1.929, 4.586)
H (-3.079, -0.307, 4.483)
H (-2.149, -1.596, 5.249)
H (-2.369, 0.915, 2.866)
H (-0.700, 2.575, 4.525)
H (1.856, 3.265, 4.231)
H (3.765, 0.250, 2.203)
H (4.816, 1.160, 1.106)
H (3.253, 0.555, 0.548)
H (3.937, 2.298, 3.887)
H (3.699, 3.927, 3.226)
H (5.044, 2.934, 2.676)
H (2.662, 2.933, -0.185)
H (4.237, 3.472, 0.375)
H (2.769, 4.275, 0.950)
O (0.440, -1.203, -1.273)
C (1.336, -1.779, -0.556)
O (1.622, -1.273, 0.579)
C (2.018, -2.987, -1.055)
C (1.640, -3.546, -2.273)
C (2.271, -4.692, -2.727)
C (3.265, -5.238, -1.942)
C (3.679, -4.692, -0.745)
C (3.042, -3.548, -0.297)
N (3.917, -6.499, -2.404)
O (3.516, -6.980, -3.438)
O (4.798, -6.950, -1.708)
H (0.855, -3.082, -2.854)
H (2.006, -5.159, -3.664)
H (4.477, -5.160, -0.188)
H (3.329, -3.086, 0.637)
O (1.363, 2.423, -1.771)
B (0.221, 1.751, -1.404)
O (-0.858, 2.098, -2.201)
C (-0.351, 3.042, -3.100)
C (-1.010, 3.708, -4.101)
C (-0.244, 4.608, -4.847)
C (1.105, 4.807, -4.582)
C (1.754, 4.115, -3.556)
C (0.980, 3.239, -2.843)
H (-2.059, 3.542, -4.302)
H (-0.713, 5.163, -5.648)
H (1.668, 5.507, -5.184)
H (2.803, 4.261, -3.335)

Mulliken analysis output, partial charges in e: atom 1 (Ir): 3.16, atom 2 (C): -1.15, atom 3 (C): 1.53, atom 4 (C): -1.67, atom 5 (C): 1.03, atom 6 (C): -0.59, atom 7 (C): -1.73, atom 8 (C): -0.47, atom 9 (C): 0.88, atom 10 (C): 0.80, atom 11 (C): -1.56, atom 12 (C): -1.53, atom 13 (C): -0.75, atom 14 (N): -0.62, atom 15 (C): -0.14, atom 16 (C): 0.32, atom 17 (C): -1.99, atom 18 (C): -0.67, atom 19 (C): -0.21, atom 20 (N): 0.07, atom 21 (C): 2.89, atom 22 (C): -1.51, atom 23 (C): -2.37, atom 24 (C): -1.51, atom 25 (H): 0.40, atom 26 (H): 0.41, atom 27 (H): -0.02, atom 28 (H): -0.08, atom 29 (H): 0.41, atom 30 (H): 0.31, atom 31 (H): 0.38, atom 32 (H): 0.40, atom 33 (H): 0.40, atom 34 (H): 0.41, atom 35 (H): 0.03, atom 36 (H): 0.35, atom 37 (H): 0.45, atom 38 (H): 0.36, atom 39 (H): 0.34, atom 40 (H): 0.32, atom 41 (H): 0.44, atom 42 (H): 0.76, atom 43 (H): 0.55, atom 44 (H): 0.61, atom 45 (H): 0.41, atom 46 (H): 0.50, atom 47 (H): 0.22, atom 48 (H): 0.51, atom 49 (H): 0.43, atom 50 (H): 0.45, atom 51 (H): 0.28, atom 52 (H): 0.48, atom 53 (H): 0.41, atom 54 (O): -0.89, atom 55 (C): 0.67, atom 56 (O): -0.84, atom 57 (C): -0.04, atom 58 (C): -0.43, atom 59 (C): -0.51, atom 60 (C): -0.07, atom 61 (C): -0.55, atom 62 (C): -0.34, atom 63 (N): 1.03, atom 64 (O): -0.60, atom 65 (O): -0.60, atom 66 (H): 0.52, atom 67 (H): 0.51, atom 68 (H): 0.51, atom 69 (H): 0.50, atom 70 (O): -0.18, atom 71 (B): 0.12, atom 72 (O): -0.64, atom 73 (C): 0.61, atom 74 (C): -0.95, atom 75 (C): -0.70, atom 76 (C): -0.57, atom 77 (C): -1.03, atom 78 (C): 0.50, atom 79 (H): 0.49, atom 80 (H): 0.43, atom 81 (H): 0.41, atom 82 (H): 0.51

DFT (ωB97M-V with the def2-TZVPD basis set) results for C34H37BN10ORe as an isolated structure at a distorted geometry.

Calculated values
HOMO-LUMO gap (spin up / spin down)	6.71 / 6.72	eV
relative energy (zero: lowest compared OMol25 entry of this formula, charge and spin)	61.5	kJ/mol
multiplicity	2
F_max	0.0741	hartree/bohr
total charge	+2

Element x y z (Å)
Re (0.306, 0.199, -0.017)
C (-2.076, 2.016, -2.579)
C (-2.317, 0.632, -2.069)
C (-3.256, -0.270, -2.573)
C (-3.237, -1.361, -1.724)
C (-4.051, -2.608, -1.779)
N (-2.316, -1.120, -0.774)
N (-1.741, 0.099, -0.979)
B (-2.254, -1.728, 0.647)
N (-2.370, -0.527, 1.585)
N (-1.560, 0.557, 1.407)
C (-2.025, 1.528, 2.196)
C (-1.499, 2.922, 2.262)
C (-3.126, 1.046, 2.916)
C (-3.320, -0.249, 2.499)
C (-4.367, -1.227, 2.919)
N (-0.891, -2.390, 0.950)
N (0.164, -1.555, 1.159)
C (1.031, -2.190, 1.967)
C (2.271, -1.578, 2.528)
C (0.534, -3.462, 2.248)
C (-0.687, -3.550, 1.603)
C (-1.642, -4.695, 1.572)
H (-2.893, 2.294, -3.241)
H (-2.045, 2.729, -1.754)
H (-1.156, 2.108, -3.148)
H (-3.894, -0.124, -3.429)
H (-4.556, -2.671, -2.740)
H (-3.431, -3.495, -1.649)
H (-4.811, -2.617, -0.997)
H (-3.127, -2.522, 0.808)
H (-0.765, 3.111, 1.489)
H (-2.323, 3.626, 2.151)
H (-1.050, 3.108, 3.236)
H (-3.701, 1.587, 3.649)
H (-4.944, -0.809, 3.739)
H (-5.049, -1.449, 2.097)
H (-3.922, -2.167, 3.247)
H (2.199, -0.494, 2.552)
H (2.407, -1.933, 3.548)
H (3.157, -1.871, 1.959)
H (0.996, -4.215, 2.865)
H (-1.103, -5.621, 1.761)
H (-2.403, -4.589, 2.347)
H (-2.151, -4.772, 0.613)
C (0.316, -2.764, -3.264)
C (0.829, -2.039, -4.326)
C (1.087, -0.688, -4.153)
C (0.845, -0.096, -2.929)
N (0.391, -0.824, -1.882)
C (0.123, -2.126, -2.055)
C (1.050, 1.344, -2.667)
C (1.485, 2.246, -3.620)
C (1.592, 3.588, -3.290)
C (1.249, 3.994, -2.012)
C (0.838, 3.040, -1.101)
N (0.746, 1.744, -1.415)
H (0.084, -3.815, -3.356)
H (1.035, -2.518, -5.274)
H (1.465, -0.099, -4.975)
H (-0.242, -2.661, -1.190)
H (1.726, 1.916, -4.619)
H (1.926, 4.305, -4.028)
H (1.296, 5.034, -1.720)
H (0.562, 3.313, -0.093)
O (0.847, 1.390, 1.480)
C (1.975, 2.025, 1.842)
C (1.886, 3.018, 2.823)
C (2.992, 3.744, 3.209)
C (4.242, 3.476, 2.651)
C (4.354, 2.470, 1.725)
C (3.232, 1.740, 1.304)
C (3.373, 0.633, 0.391)
N (2.403, -0.124, -0.121)
C (3.019, -1.140, -0.850)
C (4.356, -0.983, -0.780)
N (4.559, 0.131, -0.002)
H (0.922, 3.193, 3.273)
H (2.888, 4.522, 3.954)
H (5.113, 4.039, 2.955)
H (5.336, 2.247, 1.326)
H (2.472, -1.918, -1.347)
H (5.163, -1.554, -1.205)
H (5.458, 0.493, 0.268)

Mulliken analysis output, partial charges in e: atom 1 (Re): 1.71, atom 2 (C): -1.31, atom 3 (C): 0.47, atom 4 (C): -1.34, atom 5 (C): 0.68, atom 6 (C): -1.43, atom 7 (N): 0.70, atom 8 (N): 0.24, atom 9 (B): -0.50, atom 10 (N): 0.63, atom 11 (N): 0.50, atom 12 (C): 0.44, atom 13 (C): -1.42, atom 14 (C): -1.48, atom 15 (C): 0.72, atom 16 (C): -1.41, atom 17 (N): 0.42, atom 18 (N): 0.53, atom 19 (C): 0.59, atom 20 (C): -1.22, atom 21 (C): -1.54, atom 22 (C): 0.68, atom 23 (C): -1.45, atom 24 (H): 0.52, atom 25 (H): 0.21, atom 26 (H): 0.10, atom 27 (H): 0.63, atom 28 (H): 0.46, atom 29 (H): 0.23, atom 30 (H): 0.27, atom 31 (H): -0.10, atom 32 (H): 0.02, atom 33 (H): 0.47, atom 34 (H): 0.39, atom 35 (H): 0.59, atom 36 (H): 0.41, atom 37 (H): 0.26, atom 38 (H): 0.28, atom 39 (H): 0.02, atom 40 (H): 0.54, atom 41 (H): 0.19, atom 42 (H): 0.61, atom 43 (H): 0.43, atom 44 (H): 0.25, atom 45 (H): 0.26, atom 46 (C): -0.93, atom 47 (C): -1.24, atom 48 (C): -0.62, atom 49 (C): 1.09, atom 50 (N): 0.74, atom 51 (C): -0.18, atom 52 (C): 0.06, atom 53 (C): -0.25, atom 54 (C): -1.09, atom 55 (C): -0.97, atom 56 (C): -0.21, atom 57 (N): 0.68, atom 58 (H): 0.59, atom 59 (H): 0.49, atom 60 (H): 0.53, atom 61 (H): 0.06, atom 62 (H): 0.55, atom 63 (H): 0.50, atom 64 (H): 0.57, atom 65 (H): 0.08, atom 66 (O): -0.50, atom 67 (C): -0.19, atom 68 (C): -0.51, atom 69 (C): -0.85, atom 70 (C): -0.90, atom 71 (C): -1.12, atom 72 (C): 1.26, atom 73 (C): 0.12, atom 74 (N): 0.78, atom 75 (C): -0.50, atom 76 (C): -1.14, atom 77 (N): 0.02, atom 78 (H): 0.31, atom 79 (H): 0.47, atom 80 (H): 0.46, atom 81 (H): 0.44, atom 82 (H): 0.47, atom 83 (H): 0.49, atom 84 (H): 0.19

DFT (ωB97M-V with the def2-TZVPD basis set) results for C34H37F4N5S3Ti as an isolated structure.

Calculated values
HOMO-LUMO gap (spin up / spin down)	6.92 / 6.91	eV
relative energy (zero: lowest compared OMol25 entry of this formula, charge and spin)	73.4	kJ/mol
multiplicity	2
F_max	0.0084	hartree/bohr
total charge	+1

Element x y z (Å)
Ti (0.702, 0.470, 0.405)
C (-0.764, 0.895, 3.842)
C (-0.241, 2.159, 3.189)
N (0.958, 1.961, 2.336)
C (1.447, 3.321, 1.975)
C (2.517, 3.354, 0.900)
C (2.019, 1.244, 3.107)
C (2.165, -0.153, 2.530)
N (2.445, -0.011, 1.101)
C (3.712, 0.124, 0.583)
C (3.779, 0.553, -0.745)
F (2.584, 0.833, -1.331)
C (4.956, 0.735, -1.428)
F (4.919, 1.152, -2.694)
C (6.165, 0.497, -0.801)
C (6.131, 0.088, 0.515)
F (7.272, -0.144, 1.164)
C (4.942, -0.096, 1.205)
F (5.008, -0.493, 2.488)
H (-1.666, 1.142, 4.403)
H (-0.060, 0.465, 4.554)
H (-1.009, 0.131, 3.102)
H (0.001, 2.898, 3.963)
H (-1.018, 2.600, 2.560)
H (1.820, 3.804, 2.886)
H (0.580, 3.904, 1.663)
H (3.441, 2.868, 1.212)
H (2.757, 4.392, 0.670)
H (2.182, 2.887, -0.028)
H (1.782, 1.231, 4.171)
H (2.966, 1.771, 2.998)
H (1.223, -0.711, 2.647)
H (2.922, -0.738, 3.046)
H (7.103, 0.629, -1.320)
C (-2.720, -2.174, 4.347)
C (-1.609, -3.150, 3.988)
S (-0.574, -2.711, 2.567)
C (-1.531, -3.333, 1.167)
C (-2.233, -2.329, 0.230)
S (-2.065, -0.539, 0.482)
C (-3.677, -0.048, 1.157)
C (-3.992, -0.307, 2.623)
S (-4.035, -2.060, 3.095)
H (-2.313, -1.177, 4.506)
H (-3.177, -2.494, 5.284)
H (-2.005, -4.151, 3.816)
H (-0.918, -3.229, 4.830)
H (-2.267, -4.023, 1.573)
H (-0.835, -3.921, 0.571)
H (-3.306, -2.512, 0.237)
H (-1.879, -2.498, -0.786)
H (-4.420, -0.527, 0.518)
H (-3.740, 1.024, 0.955)
H (-4.977, 0.116, 2.826)
H (-3.287, 0.205, 3.270)
N (-3.658, -1.045, -8.814)
C (-3.147, -0.871, -7.801)
C (-2.506, -0.655, -6.532)
C (-3.171, -0.995, -5.355)
C (-2.551, -0.790, -4.136)
C (-1.274, -0.239, -4.085)
C (-0.615, 0.102, -5.259)
C (-1.227, -0.108, -6.484)
C (-0.628, -0.026, -2.755)
C (-0.732, 1.266, -2.220)
C (-1.362, 2.355, -2.854)
C (-1.169, 3.467, -2.053)
C (-0.429, 3.028, -0.958)
N (-0.167, 1.709, -1.022)
C (-0.013, -1.133, -2.191)
C (0.183, -2.398, -2.812)
C (0.896, -3.175, -1.929)
C (1.113, -2.375, -0.789)
N (0.571, -1.167, -0.924)
H (-4.165, -1.418, -5.406)
H (-3.056, -1.049, -3.214)
H (0.379, 0.529, -5.215)
H (-0.719, 0.151, -7.403)
H (-1.886, 2.312, -3.795)
H (-1.501, 4.476, -2.233)
H (-0.076, 3.624, -0.133)
H (-0.158, -2.670, -3.797)
H (1.242, -4.186, -2.069)
H (1.646, -2.640, 0.114)

Mulliken analysis output, partial charges in e: atom 1 (Ti): 0.00, atom 2 (C): -0.40, atom 3 (C): -1.34, atom 4 (N): 0.93, atom 5 (C): -1.21, atom 6 (C): -1.07, atom 7 (C): -1.30, atom 8 (C): -0.54, atom 9 (N): 0.88, atom 10 (C): -0.29, atom 11 (C): 0.35, atom 12 (F): 0.02, atom 13 (C): -0.01, atom 14 (F): -0.29, atom 15 (C): -0.57, atom 16 (C): 0.22, atom 17 (F): -0.30, atom 18 (C): 0.13, atom 19 (F): -0.34, atom 20 (H): 0.76, atom 21 (H): 0.35, atom 22 (H): -0.34, atom 23 (H): 0.43, atom 24 (H): 0.30, atom 25 (H): 0.41, atom 26 (H): 0.75, atom 27 (H): 0.34, atom 28 (H): 0.50, atom 29 (H): 0.08, atom 30 (H): 0.56, atom 31 (H): 0.45, atom 32 (H): -0.58, atom 33 (H): 0.75, atom 34 (H): 0.54, atom 35 (C): -0.21, atom 36 (C): -1.00, atom 37 (S): 0.12, atom 38 (C): -1.21, atom 39 (C): -0.96, atom 40 (S): 0.73, atom 41 (C): -1.27, atom 42 (C): -0.03, atom 43 (S): -0.14, atom 44 (H): -0.12, atom 45 (H): 0.51, atom 46 (H): 0.43, atom 47 (H): 0.46, atom 48 (H): 0.56, atom 49 (H): 0.56, atom 50 (H): 0.84, atom 51 (H): 0.14, atom 52 (H): 0.49, atom 53 (H): 0.50, atom 54 (H): 0.51, atom 55 (H): -0.24, atom 56 (N): -0.50, atom 57 (C): -0.24, atom 58 (C): 0.65, atom 59 (C): -0.82, atom 60 (C): 0.10, atom 61 (C): -0.70, atom 62 (C): 0.15, atom 63 (C): -0.83, atom 64 (C): 1.32, atom 65 (C): -0.20, atom 66 (C): -1.00, atom 67 (C): -1.65, atom 68 (C): -0.40, atom 69 (N): 1.44, atom 70 (C): -0.77, atom 71 (C): -0.59, atom 72 (C): -1.65, atom 73 (C): -0.86, atom 74 (N): 1.67, atom 75 (H): 0.47, atom 76 (H): 0.50, atom 77 (H): 0.53, atom 78 (H): 0.46, atom 79 (H): 0.64, atom 80 (H): 0.50, atom 81 (H): 0.23, atom 82 (H): 0.63, atom 83 (H): 0.52, atom 84 (H): 0.58